No. 1
Here is C20H29AlBrN8O4 as an isolated structure from the Open Molecules 2025 dataset. Energies are from ωB97M-V/def2-TZVPD.

Element x y z (Å)
1 Al -0.97987 -1.04788 0.39000
2 C -3.49697 3.36517 -1.12166
3 O -2.98076 2.28217 -0.29473
4 C -2.26933 1.33323 -0.82533
5 O -1.92154 0.39109 -0.06476
6 N -1.91475 1.36879 -2.10270
7 N -1.13687 0.32237 -2.61407
8 H -4.08034 3.98330 -0.45177
9 H -4.13782 2.95810 -1.90256
10 H -2.66960 3.94147 -1.53406
11 H -2.18836 2.14517 -2.68751
12 H -0.16903 0.61821 -2.69984
13 H -1.49318 0.05369 -3.52368
14 N -0.04357 -0.31549 2.13470
15 C 1.11610 0.53837 1.70478
16 C 2.30237 0.28044 2.64100
17 C 3.67835 0.89272 2.36595
18 C 3.83311 2.41408 2.37114
19 N 3.67086 2.97277 1.02361
20 C 4.18708 4.13524 0.64064
21 N 4.15633 4.48303 -0.65201
22 N 4.69247 4.97997 1.53473
23 C 1.39268 0.20964 0.24067
24 O 2.19191 0.84228 -0.40607
25 O 0.66739 -0.78015 -0.23346
26 H -0.53833 0.13875 2.89696
27 H 0.36961 -1.15188 2.55306
28 H 0.79771 1.58308 1.72091
29 H 2.46146 -0.80408 2.65142
30 H 1.98052 0.55413 3.65017
31 H 4.09037 0.49564 1.43618
32 H 4.32283 0.51006 3.15714
33 H 4.84479 2.63517 2.71541
34 H 3.13544 2.89043 3.06542
35 H 3.26648 2.36222 0.32237
36 H 4.02206 3.77367 -1.35356
37 H 4.59835 5.33478 -0.95804
38 H 4.69504 4.76732 2.51671
39 H 5.17823 5.81372 1.24671
40 Br 1.01387 -3.69377 -6.31826
41 C 0.25901 -3.30902 -4.65309
42 C 1.08025 -3.14092 -3.54671
43 C 0.52058 -2.84929 -2.31345
44 C -0.85638 -2.74233 -2.19729
45 C -1.68077 -2.91313 -3.30170
46 C -1.12195 -3.19399 -4.53607
47 N -1.43229 -2.50428 -0.89206
48 C -2.46386 -3.16576 -0.54369
49 C -3.02331 -2.92768 0.79272
50 C -4.07430 -3.65634 1.29042
51 C -4.49315 -3.40956 2.59653
52 C -3.83522 -2.44486 3.33544
53 C -2.78303 -1.75142 2.75708
54 N -2.37289 -1.97770 1.50595
55 H 2.15178 -3.24468 -3.64940
56 H 1.15343 -2.71930 -1.44792
57 H -2.75640 -2.79911 -3.20973
58 H -1.75044 -3.32281 -5.40684
59 H -2.90767 -3.91635 -1.19216
60 H -4.55425 -4.40679 0.67485
61 H -5.31505 -3.96828 3.02530
62 H -4.12437 -2.22156 4.35294
63 H -2.26482 -0.99183 3.32329

Computed properties:
Net charge: +3
Frontier orbital gap in eV: 6.2984
Total energy in eV: -117944.028

Mulliken atomic charge list, values in e, 6 entries:
1 Al -0.354
2 C -0.902
3 O -0.364
4 C 0.589
5 O -0.070
6 N -0.123



No. 2
Here is a 5-piece molecular cluster, C20H29BF5I2N2O19P2S2 overall in a non-equilibrium geometry from the Open Molecules 2025 dataset. Energies are from ωB97M-V/def2-TZVPD.

Element x y z (Å)
1 C -1.25213 0.35343 6.48991
2 C -0.05026 0.14907 5.44174
3 I 1.42538 1.71113 5.38868
4 C 0.05594 -0.98206 4.62744
5 I -1.55628 -2.45009 5.01751
6 P 1.42561 -1.32663 3.32276
7 C 2.57549 -1.81209 4.80657
8 N 1.85754 -2.39978 5.98202
9 C 3.00992 -1.74164 2.25950
10 C 4.22462 -0.76529 2.61931
11 O 4.33423 0.34441 2.05892
12 O 0.69841 -2.91910 3.12416
13 C 0.14908 -3.16789 1.81311
14 S 1.33222 -4.36798 0.95995
15 P -1.46598 -4.18087 1.70824
16 O -1.85389 -4.52706 0.25185
17 C -0.08991 -1.72649 1.10477
18 B 0.41889 -1.76405 -0.47156
19 N 1.41751 -0.74162 -0.93500
20 O -0.05622 -2.69378 -1.43495
21 S -1.81560 -1.04872 0.89315
22 O -2.64864 -1.04646 2.12344
23 O -2.58759 -1.63912 -0.23149
24 F -1.57490 0.57726 0.48467
25 O 0.49195 -0.72407 1.94391
26 H -1.24723 -0.45506 7.28806
27 H -1.20424 1.39264 6.93366
28 H -2.21213 0.31108 5.87809
29 H 1.98412 -0.00859 3.26006
30 H 3.36237 -2.59185 4.50871
31 H 3.09710 -0.86648 5.19117
32 H 2.30381 -2.05508 6.84870
33 H 1.95527 -3.41777 6.03894
34 H 2.81587 -1.52147 1.14840
35 H 3.29636 -2.83528 2.30346
36 H 5.00682 -1.12407 3.35871
37 H 1.15519 -5.59170 1.57813
38 H -1.15765 -5.45292 2.32931
39 H -2.55326 -3.62101 2.43848
40 H 1.55475 -0.91509 -1.94478
41 H 0.94417 0.16887 -0.81699
42 H -0.05638 -2.30734 -2.32983
43 C -2.39466 -2.43790 -6.20934
44 C -1.71574 -2.01431 -4.94449
45 O -1.31242 -0.68743 -5.22567
46 C -2.22011 -0.20956 -6.12066
47 O -2.36052 0.94393 -6.38250
48 O -2.95530 -1.21435 -6.67723
49 F -0.60960 -2.76270 -4.70956
50 H -1.69359 -2.82506 -6.95439
51 H -3.17003 -3.18442 -6.03666
52 H -2.36172 -2.02295 -4.06186
53 C 3.17481 3.30935 1.51881
54 C 1.71819 3.61270 1.35906
55 O 1.71628 4.95642 0.90927
56 C 2.88732 5.11644 0.23015
57 O 3.11322 6.02467 -0.51085
58 O 3.76259 4.11038 0.49486
59 F 1.07400 3.55391 2.54777
60 H 3.56485 3.61943 2.49186
61 H 3.40064 2.25202 1.37152
62 H 1.20468 2.98058 0.62945
63 C -1.04670 -1.35174 -10.43098
64 C -2.53668 -1.23222 -10.35935
65 O -2.98659 -2.40386 -11.01172
66 C -2.01290 -3.33407 -10.80438
67 O -2.15757 -4.50464 -10.97250
68 O -0.85420 -2.76069 -10.37231
69 F -2.97308 -0.15522 -11.05626
70 H -0.63839 -0.96739 -11.36942
71 H -0.54752 -0.85156 -9.60046
72 H -2.93752 -1.20163 -9.34217
73 C -2.11277 6.46040 3.19702
74 C -0.70633 6.96486 3.29374
75 O -0.48104 7.01834 4.68914
76 C -1.27147 6.04601 5.22562
77 O -1.14989 5.61704 6.32980
78 O -2.21225 5.61853 4.33873
79 F -0.60112 8.22032 2.78905
80 H -2.85294 7.26196 3.27099
81 H -2.29264 5.90007 2.27917
82 H 0.03839 6.31496 2.82587

Computed properties:
Net charge: -1
Frontier orbital gap in eV: 7.2463
Total energy in eV: -133805.605
Energy above the lowest of the compared OMol25 structures with the same formula, charge and spin in kcal/mol: 78.51

Mulliken atomic charge list, values in e, 6 entries:
1 C -1.210
2 C 0.225
3 I -0.078
4 C -0.592
5 I -0.099
6 P 1.744



No. 3
Here is C20H29N11O9PSSc as an isolated structure in a non-equilibrium geometry from the Open Molecules 2025 dataset. Energies are from ωB97M-V/def2-TZVPD.

Element x y z (Å)
1 Sc 0.55852 -0.18622 0.46098
2 C 3.31692 2.97858 2.30238
3 C 2.72342 1.78948 1.63648
4 N 1.60562 1.26008 2.04408
5 N 1.08232 1.89968 3.13508
6 C 0.32022 1.41288 4.01888
7 N -0.11058 2.12298 5.05338
8 S -0.30558 -0.36412 3.95878
9 C 3.38792 1.15108 0.49338
10 C 4.75722 1.30668 0.27468
11 C 5.36762 0.62588 -0.76472
12 C 4.58272 -0.17482 -1.57792
13 C 3.21722 -0.24062 -1.32992
14 N 2.61922 0.38718 -0.31552
15 H 2.50702 3.67398 2.51948
16 H 4.06602 3.47188 1.69268
17 H 3.75642 2.69898 3.26028
18 H 0.17012 3.08968 5.14708
19 H -0.65168 1.72068 5.80088
20 H 5.34952 1.93638 0.91648
21 H 6.42962 0.72338 -0.92922
22 H 5.01932 -0.74432 -2.38272
23 H 2.57132 -0.81172 -1.99032
24 O -0.92628 -1.10802 1.60978
25 N -0.57988 -0.16362 2.39028
26 C -4.09308 2.79708 -0.67482
27 N -2.73728 2.53298 -0.23232
28 C -2.16138 3.61298 0.54618
29 P -1.70168 1.53118 -1.07092
30 O -0.52038 1.28848 -0.15972
31 N -1.13798 2.17178 -2.49302
32 C 0.24902 2.09248 -2.90082
33 C -2.01378 2.79198 -3.47052
34 N -2.53088 0.11658 -1.36582
35 C -2.96258 -0.30632 -2.68712
36 C -3.29908 -0.45712 -0.27432
37 H -4.75288 2.83268 0.19548
38 H -4.43468 1.99978 -1.32992
39 H -4.16118 3.75368 -1.20052
40 H -2.76948 3.76778 1.43888
41 H -2.12788 4.54878 -0.01802
42 H -1.15168 3.33728 0.84878
43 H 0.84832 1.67738 -2.08762
44 H 0.61722 3.09148 -3.14532
45 H 0.35482 1.45988 -3.78722
46 H -3.05248 2.67238 -3.17682
47 H -1.86918 2.33508 -4.45232
48 H -1.79018 3.85848 -3.55882
49 H -2.25738 0.05878 -3.42692
50 H -3.96608 0.05188 -2.93392
51 H -2.97238 -1.39682 -2.73312
52 H -3.00068 0.00588 0.66638
53 H -3.11888 -1.53522 -0.21592
54 H -4.37378 -0.30752 -0.40532
55 O -0.11428 -7.92542 0.57988
56 N -0.44138 -7.07972 -0.20582
57 O -1.12828 -7.21652 -1.18302
58 C 0.02222 -5.71002 0.06828
59 C 0.64302 -5.41682 1.29078
60 C 1.01192 -4.12102 1.55988
61 C 0.87722 -3.06302 0.60208
62 O 1.37352 -1.91012 0.81598
63 C 0.16842 -3.40622 -0.59782
64 C -0.23798 -4.72082 -0.85072
65 N -0.21858 -2.41252 -1.49762
66 O -0.87978 -2.68352 -2.46342
67 O 0.11492 -1.21442 -1.26502
68 N 1.49702 -3.71492 2.86428
69 O 1.08312 -2.63422 3.25778
70 O 2.23722 -4.43912 3.45978
71 H 0.80342 -6.20802 2.01568
72 H -0.75818 -4.96312 -1.77012

Computed properties:
Net charge: +2
Frontier orbital gap (spin up / spin down) in eV: 6.4917 / 6.4912
Total energy in eV: -96834.717
Energy above the lowest of the compared OMol25 structures with the same formula, charge and spin in kcal/mol: 26.45

Mulliken atomic charge list, values in e, 6 entries:
1 Sc -0.257
2 C -1.652
3 C 1.012
4 N 1.221
5 N -1.103
6 C 0.505